<1>
ORCA calculation (the ωB97M-V functional and the def2-TZVPD basis) on an isolated ion of composition C7H11N2O2 and charge +1.

CARTESIAN COORDINATES (ANGSTROEM)
C1 -3.35 -0.54 -0.04
C2 -2.03 -0.13 -0.04
C3 -1.35 0.95 -0.02
C4 -0.46 -1.70 0.27
C5 0.55 -0.67 0.52
C6 -1.70 2.39 -0.34
C7 1.79 -0.99 -0.35
N1 -4.40 -0.99 -0.03
N2 0.10 0.72 0.20
O1 -0.56 -2.50 -0.78
O2 0.84 -0.66 1.86
H1 -0.94 -2.04 1.16
H2 -1.53 3.19 0.40
H3 -2.83 2.60 -0.55
H4 -1.12 2.74 -1.28
H5 1.49 -1.00 -1.45
H6 2.14 -2.11 -0.25
H7 2.69 -0.41 -0.01
H8 0.66 1.08 -0.55
H9 0.36 1.16 1.06
H10 -0.65 -3.43 -0.55
H11 0.30 -1.34 2.26

Orbital gap (spin up / spin down) ... 7.148 / 7.930 eV
⟨S²⟩ ... 2.026
Net charge ... +1
Multiplicity ... 3

<2>
ORCA calculation (the ωB97M-V functional and the def2-TZVPD basis) on an isolated ion of composition C7H11N2O2 and charge +1.

CARTESIAN COORDINATES (ANGSTROEM)
C1 -0.53 1.39 0.06
C2 -1.40 0.30 0.15
C3 -3.65 -0.33 -0.39
C4 0.81 1.30 -0.14
C5 3.11 -0.55 0.85
C6 -2.87 0.43 0.53
C7 2.87 0.14 -0.54
N1 -4.85 -0.13 -0.53
N2 1.77 2.69 0.46
O1 1.13 3.36 1.10
O2 1.43 0.30 -0.59
H1 -0.87 2.39 0.39
H2 -1.08 -0.71 -0.07
H3 -3.08 -1.25 -0.81
H4 2.68 0.06 1.63
H5 2.67 -1.59 0.72
H6 4.19 -0.80 1.03
H7 -3.06 1.49 0.39
H8 -2.95 0.13 1.57
H9 3.19 -0.57 -1.24
H10 3.45 1.00 -0.60
H11 -5.52 -0.75 -1.07

Orbital gap (spin up / spin down) ... 6.823 / 6.423 eV
⟨S²⟩ ... 2.011
Net charge ... +1
Multiplicity ... 3

Compare the structures above. Which one is the least stable? <2> is.